{
  "formula": "C24H35N8S2SeV",
  "method": "wB97M-V/def2-TZVPD",
  "symbols": ["V", "C", "C", "N", "N", "C", "N", "S", "C", "C", "C", "C", "C", "N", "H", "H", "H", "H", "H", "H", "H", "H", "H", "H", "C", "C", "N", "C", "C", "S", "C", "C", "N", "H", "H", "H", "H", "H", "H", "H", "H", "H", "H", "H", "H", "H", "H", "Se", "C", "C", "C", "C", "C", "C", "H", "H", "H", "H", "H", "C", "N", "C", "C", "N", "C", "H", "H", "H", "H", "H", "H"],
  "xyz": [[0.2994, -0.0592, -0.4382], [-3.0758, -0.7242, 2.4931], [-2.1063, -0.7565, 1.3580], [-0.9462, -0.2011, 1.4021], [-0.5902, 0.3461, 2.6328], [0.1801, -0.3859, 3.4753], [0.7201, 0.3341, 4.4800], [0.3501, -2.0361, 3.3199], [-2.3545, -1.5458, 0.1293], [-3.5105, -2.2950, -0.0630], [-3.6102, -3.1239, -1.1657], [-2.5431, -3.1913, -2.0466], [-1.4452, -2.3875, -1.8029], [-1.3421, -1.5716, -0.7542], [-2.5395, -0.9328, 3.4181], [-3.8755, -1.4480, 2.3878], [-3.5217, 0.2689, 2.5808], [-0.8396, 1.3042, 2.8255], [0.9590, 1.3049, 4.3243], [1.3151, -0.1824, 5.1055], [-4.3239, -2.2523, 0.6437], [-4.4988, -3.7199, -1.3219], [-2.5597, -3.8414, -2.9099], [-0.6059, -2.3868, -2.4860], [-0.7117, 0.5800, -4.0892], [0.6172, -0.1099, -3.7964], [1.2467, 0.2572, -2.5105], [1.8229, 1.6228, -2.5217], [0.8350, 2.7539, -2.2155], [-0.5450, 2.3574, -1.0743], [-1.9790, 2.5909, -2.1766], [-2.6510, 1.3283, -2.7214], [-1.7192, 0.2753, -3.0880], [-0.5639, 1.6575, -4.1370], [-1.0136, 0.2881, -5.1027], [0.4877, -1.1942, -3.8104], [1.3018, 0.1293, -4.6195], [2.0369, -0.3757, -2.4107], [2.5947, 1.6441, -1.7563], [2.2990, 1.8305, -3.4874], [1.3891, 3.5737, -1.7608], [0.3724, 3.1430, -3.1190], [-2.7143, 3.1508, -1.5984], [-1.6757, 3.2607, -2.9801], [-3.3122, 0.9160, -1.9550], [-3.2970, 1.6419, -3.5547], [-2.2405, -0.5498, -3.3485], [2.1185, 1.4804, 0.7678], [1.6500, 2.6531, 2.1984], [0.4193, 3.2933, 2.3299], [0.1528, 4.1062, 3.4270], [1.1206, 4.3178, 4.3986], [2.3702, 3.7279, 4.2463], [2.6323, 2.9053, 3.1601], [-0.3316, 3.1849, 1.5561], [-0.8121, 4.5919, 3.5069], [0.9137, 4.9532, 5.2491], [3.1456, 3.9036, 4.9812], [3.6023, 2.4368, 3.0558], [2.5069, -5.2497, 0.1039], [2.4915, -3.7965, 0.0744], [3.5541, -2.9629, 0.3117], [3.0789, -1.6947, 0.2017], [1.7368, -1.7362, -0.1068], [1.4273, -3.0188, -0.1810], [3.3480, -5.5807, 0.7067], [2.6065, -5.6582, -0.9005], [1.5906, -5.6165, 0.5606], [4.5294, -3.3402, 0.5627], [3.5885, -0.7635, 0.3776], [0.4444, -3.4251, -0.3417]],
  "forces_ev_per_angstrom": [[-0.032, 0.069, 0.616], [0.051, -0.031, 0.066], [0.306, 0.079, 0.241], [-0.184, -0.124, -0.411], [-0.224, -0.137, 0.163], [0.050, 0.009, -0.038], [0.036, -0.011, 0.047], [0.030, -0.018, -0.006], [-0.030, -0.054, -0.146], [0.000, 0.063, 0.078], [0.060, -0.049, -0.071], [-0.090, -0.005, 0.038], [0.094, 0.068, 0.006], [-0.041, 0.007, -0.201], [-0.018, -0.012, -0.003], [0.005, -0.009, -0.014], [0.015, 0.006, -0.025], [0.253, 0.133, -0.148], [-0.032, 0.035, -0.008], [0.004, 0.008, 0.001], [0.012, 0.041, 0.014], [-0.005, 0.001, -0.005], [0.004, -0.007, 0.000], [0.008, -0.018, 0.036], [0.010, 0.010, -0.037], [0.011, 0.093, -0.102], [0.044, 0.052, 0.023], [-0.043, -0.018, 0.015], [-0.002, -0.019, 0.050], [0.067, -0.131, -0.150], [-0.127, -0.057, 0.003], [0.009, 0.018, -0.050], [0.050, 0.038, 0.030], [0.026, -0.012, 0.018], [-0.023, -0.005, 0.015], [-0.061, 0.023, 0.032], [0.022, -0.023, 0.014], [0.019, 0.032, 0.073], [0.012, 0.004, -0.070], [-0.049, -0.008, -0.029], [0.005, -0.052, 0.059], [0.012, 0.024, -0.008], [-0.010, -0.024, 0.010], [0.089, -0.023, 0.007], [0.030, -0.027, 0.017], [-0.011, 0.025, 0.016], [-0.008, -0.005, -0.019], [0.072, 0.022, -0.086], [0.071, 0.017, -0.089], [-0.100, 0.052, 0.019], [0.020, 0.014, -0.008], [0.001, 0.021, -0.018], [-0.047, -0.023, 0.014], [-0.066, -0.059, 0.075], [0.012, -0.045, 0.004], [-0.001, 0.002, 0.016], [0.001, -0.002, 0.002], [0.000, 0.003, -0.001], [0.007, -0.005, 0.001], [0.009, -0.029, -0.005], [-0.040, 0.000, 0.000], [0.033, -0.008, 0.041], [-0.024, 0.078, -0.002], [-0.361, -0.021, -0.275], [0.057, 0.014, 0.232], [-0.002, 0.008, 0.009], [0.005, 0.004, 0.002], [-0.008, 0.010, -0.012], [0.008, -0.001, -0.012], [0.005, 0.000, -0.027], [0.001, -0.013, -0.024]],
  "lowdin_spin": [2.78, 0.01, 0.04, 0.00, 0.00, 0.00, 0.00, 0.00, 0.01, 0.00, 0.01, 0.00, 0.02, 0.02, 0.00, 0.00, 0.00, 0.00, 0.00, 0.00, 0.00, 0.00, 0.00, 0.00, 0.00, 0.00, 0.01, 0.01, 0.00, 0.01, 0.00, 0.00, 0.01, 0.00, 0.00, 0.00, 0.00, 0.00, 0.00, 0.00, 0.00, 0.00, 0.00, 0.00, 0.00, 0.00, 0.00, 0.01, 0.00, 0.00, 0.00, 0.00, 0.00, 0.00, 0.00, 0.00, 0.00, 0.00, 0.00, 0.00, 0.00, 0.00, 0.00, 0.01, 0.01, 0.00, 0.00, 0.00, 0.00, 0.00, 0.00],
  "total_charge": 1,
  "gap_ha": [0.2106, 0.2143],
  "homo_energy_ev": [-9.07, -9.31],
  "multiplicity": 4,
  "s_squared": 3.76
}


{
  "formula": "C24H36Br6F12N2O10",
  "method": "wB97M-V/def2-TZVPD",
  "symbols": ["C", "C", "O", "N", "C", "H", "H", "H", "H", "H", "H", "H", "C", "C", "O", "N", "C", "H", "H", "H", "H", "H", "H", "H", "C", "C", "O", "C", "O", "C", "F", "F", "F", "H", "H", "H", "H", "H", "C", "C", "O", "C", "O", "C", "F", "F", "F", "H", "H", "H", "H", "H", "C", "C", "O", "C", "O", "C", "F", "F", "F", "H", "H", "H", "H", "H", "C", "C", "O", "C", "O", "C", "F", "F", "F", "H", "H", "H", "H", "H", "C", "Br", "Br", "Br", "H", "C", "Br", "Br", "Br", "H"],
  "xyz": [[29.3475, -30.4144, 16.9966], [30.5154, -30.3083, 17.9190], [30.6745, -29.2384, 18.5030], [31.3312, -31.3240, 18.0554], [32.5518, -31.2673, 18.8673], [29.8219, -30.3612, 16.0167], [28.5956, -29.6336, 17.1110], [28.8262, -31.3664, 17.0968], [31.1583, -32.1482, 17.4979], [32.9503, -32.2713, 19.0135], [32.4689, -30.8129, 19.8546], [33.3865, -30.7621, 18.3814], [28.9063, -30.0098, 23.7650], [28.9850, -30.6886, 22.3725], [29.2203, -31.8461, 22.2364], [28.8922, -29.9538, 21.2103], [28.7620, -30.5120, 19.8955], [28.6011, -30.7513, 24.5033], [28.0742, -29.3068, 23.7246], [29.8410, -29.5391, 24.0696], [28.8694, -28.9607, 21.3929], [29.6943, -30.9458, 19.5340], [28.5053, -29.6928, 19.2237], [27.9620, -31.2494, 19.9615], [31.0422, -27.0282, 24.0045], [29.7337, -26.3802, 24.6009], [29.2184, -25.3781, 23.6949], [29.3069, -24.0509, 24.0076], [30.0567, -23.6454, 24.8875], [28.4181, -23.0826, 23.0997], [28.1889, -23.5814, 21.9096], [27.2365, -22.8566, 23.6651], [29.0672, -21.9250, 22.9145], [30.8100, -27.9780, 23.5228], [31.7237, -27.2059, 24.8364], [31.5780, -26.3954, 23.2970], [29.9117, -25.9471, 25.5852], [29.0524, -27.2211, 24.7311], [30.5627, -26.9656, 17.7920], [30.7350, -27.1307, 19.3177], [29.4577, -26.9976, 19.9423], [29.2554, -27.2912, 21.2786], [30.1252, -27.8405, 21.9355], [27.8279, -27.0630, 21.8072], [28.0230, -26.3762, 22.9388], [27.1552, -26.3807, 20.9358], [27.2392, -28.1963, 22.0052], [29.8008, -27.6463, 17.4124], [31.3956, -27.3864, 17.2286], [30.4180, -25.9393, 17.4547], [31.5777, -26.5323, 19.6641], [31.1399, -28.1393, 19.4008], [33.2003, -29.8909, 16.6400], [32.1888, -28.7184, 16.3896], [32.7398, -27.7746, 15.4979], [32.5683, -27.7650, 14.1256], [32.0808, -28.6914, 13.4912], [33.0934, -26.4313, 13.4463], [33.4495, -25.4590, 14.3433], [34.1779, -26.7510, 12.7129], [32.1404, -25.8985, 12.6230], [33.1202, -30.8834, 16.1966], [32.9908, -30.0199, 17.7018], [34.2180, -29.5036, 16.5911], [31.9034, -28.2511, 17.3320], [31.2696, -29.0906, 15.9373], [34.5538, -21.8896, 17.2255], [33.1343, -22.3565, 17.6825], [32.9965, -23.7666, 17.7384], [32.7753, -24.4813, 16.6114], [32.7205, -23.9526, 15.5036], [32.6647, -26.0090, 16.9058], [32.6499, -26.3304, 18.2555], [31.5344, -26.4702, 16.3190], [33.6991, -26.6305, 16.3760], [34.6464, -20.9048, 17.6834], [34.7324, -21.7990, 16.1541], [35.2071, -22.6777, 17.5998], [32.3165, -22.1536, 16.9911], [32.9423, -22.1029, 18.7251], [29.5758, -23.6147, 15.4319], [30.9617, -22.2089, 15.6737], [27.7208, -22.9447, 15.0006], [29.4980, -24.9775, 16.9100], [29.8478, -24.1801, 14.5406], [28.4885, -27.3905, 14.4650], [29.7529, -26.1816, 13.4295], [26.8360, -26.3960, 14.9573], [29.4407, -27.8335, 16.1398], [28.2812, -28.3456, 13.9824]],
  "forces_ev_per_angstrom": [[-0.390, -2.133, -0.132], [-1.373, 1.319, -0.174], [0.334, -3.579, -1.152], [1.670, -1.339, 0.396], [0.360, -1.877, 1.572], [-0.623, -0.269, -0.310], [0.485, -0.805, 0.322], [0.220, -0.336, -0.027], [0.098, 0.053, 0.202], [-0.519, -0.253, 0.129], [-0.759, -0.014, -0.101], [-0.044, -1.490, 1.609], [-0.934, -0.243, -0.923], [0.717, 1.615, -0.973], [0.168, -3.220, 0.599], [-0.210, 0.942, 1.944], [-0.572, -0.097, 0.852], [0.333, -0.207, -0.200], [0.355, 0.335, 0.252], [-0.165, -0.074, -0.171], [-0.096, -2.241, -0.908], [-0.719, -0.448, 0.815], [-0.248, -0.210, 0.223], [0.070, -0.238, -0.476], [-0.015, 0.253, 1.731], [2.269, -0.232, -0.088], [4.255, 6.474, 3.601], [2.527, -1.145, 1.949], [-1.935, 0.146, -1.668], [1.058, -0.317, 0.650], [-0.056, -0.776, -0.940], [0.000, 0.161, 0.431], [-0.216, -0.226, 0.481], [0.587, 0.682, 0.936], [0.096, 0.049, 0.145], [-0.265, 0.111, 0.042], [0.071, 0.205, -0.235], [-0.610, 0.586, -0.292], [-0.886, -3.107, 10.947], [0.908, 0.075, -0.405], [-1.735, 0.612, 2.634], [3.644, -0.233, -2.704], [-1.915, 1.583, -1.823], [2.165, 1.262, -0.418], [-6.914, -5.191, -4.285], [-1.269, 1.161, -0.711], [-1.730, -1.107, 0.869], [1.605, 1.272, 9.948], [-3.589, -0.288, 4.937], [2.555, -4.084, 3.408], [-1.522, 0.915, 1.113], [-0.225, 1.420, 1.444], [-0.547, 2.427, 0.540], [2.300, -4.445, -3.271], [-2.380, -6.551, -9.374], [-1.392, -2.761, 1.407], [1.076, 2.136, 0.804], [0.242, 0.399, 0.314], [0.261, -3.126, -3.243], [-0.679, 0.278, 0.252], [2.080, -0.477, 0.452], [-0.300, 0.437, -0.582], [0.424, 1.607, -2.541], [0.069, -0.052, -0.277], [1.953, -1.942, -0.386], [0.724, -0.226, 0.197], [-1.450, -0.586, 0.516], [0.742, 0.269, -0.929], [0.266, -3.421, -0.166], [0.521, 3.250, -0.679], [0.419, -1.557, 3.856], [1.620, 1.859, 0.402], [2.256, 1.497, -2.457], [5.343, 7.979, -8.025], [4.886, 6.220, 5.779], [0.706, -0.166, 0.075], [-0.469, -0.114, -0.009], [0.537, 0.559, 0.289], [1.241, 1.326, 1.407], [-0.033, 0.482, -0.263], [-1.333, 0.930, 0.019], [-4.510, 0.535, -1.453], [1.283, 0.124, 0.263], [-4.260, 8.734, -3.862], [0.076, 0.403, 0.553], [-0.312, 0.229, -0.737], [-2.108, -1.998, 0.565], [0.916, -1.093, -0.541], [-6.867, 0.642, -13.110], [-0.324, 0.735, -0.853]],
  "mulliken_charge": [-2.09, 0.06, -0.49, 0.15, -0.65, 0.60, 0.47, 0.46, 0.23, 0.50, 0.16, 0.53, -0.77, 0.69, -0.67, 0.16, -1.55, 0.45, 0.16, 0.12, 0.01, 0.49, 0.47, 0.45, -0.96, -0.38, -0.06, 0.38, -0.56, 0.80, -0.17, -0.27, -0.26, 0.16, 0.36, 0.31, 0.61, 0.23, -1.75, -0.48, -0.21, 0.09, -0.70, 1.22, -0.23, -0.25, -0.30, 1.19, -1.75, 1.21, 0.67, 0.49, -1.74, 0.79, -0.02, 0.26, -0.58, 0.99, -0.26, -0.28, -0.31, 0.40, -0.14, 0.62, 0.27, 0.20, -1.15, 0.47, -0.36, -0.19, -0.60, 1.31, -0.12, 0.48, -0.24, 0.42, 0.28, 0.31, -0.22, 0.35, 0.05, -0.10, -0.11, 0.21, -0.13, -0.48, -0.07, -0.11, -0.24, 0.72],
  "total_charge": 0,
  "gap_ha": 0.3057,
  "homo_energy_ev": -8.43
}